(1)
C21H20Cl2N2O3S | ωB97M-V/def2-TZVPD

XYZ file:
```
49
Properties=species:S:1:pos:R:3:forces:R:3
Cl -4.4820 -0.7405 3.9637 -0.25 -0.05 0.16
C -2.8524 -0.5411 3.4435 1.28 0.14 -0.30
C -2.0700 -1.6634 3.1377 -0.11 0.41 0.02
C -0.7920 -1.5017 2.5976 -0.24 0.39 0.43
C -0.2628 -0.2195 2.4536 -0.37 -0.05 -0.59
S 1.1632 0.0232 1.3542 2.70 1.58 0.34
C 2.7496 0.4073 1.8630 -3.08 1.09 -1.03
Cl 3.8757 -0.7516 2.2167 1.60 -1.89 0.78
O 1.2063 -1.2166 0.5942 -0.29 -0.41 -0.05
O 0.7467 1.2822 0.6974 -0.57 -0.56 0.68
C -1.0128 0.9040 2.8197 -0.32 -0.34 0.32
C -2.3128 0.7475 3.3119 0.29 -0.39 -0.01
H -2.4699 -2.6569 3.2947 -0.08 0.04 -0.10
H -0.2277 -2.3666 2.2664 -0.04 0.15 0.03
H 3.0109 1.4424 2.0275 -0.36 -0.08 0.12
H -0.6120 1.9067 2.6854 -0.04 -0.29 -0.05
H -2.9020 1.6206 3.5770 0.03 -0.18 -0.07
C 4.0489 -1.4188 -1.2380 0.55 0.20 0.59
N 3.0426 -2.1121 -2.0223 -0.57 0.03 -0.92
C 3.2272 -3.3841 -2.5421 -0.31 0.54 0.28
C 2.0843 -3.7310 -3.1787 -0.26 0.73 0.19
N 1.2100 -2.6578 -3.0516 0.99 0.11 0.14
C -0.1151 -2.6282 -3.6393 -0.67 0.09 -0.41
C 1.8215 -1.6465 -2.3816 0.51 -2.21 -0.14
C 1.2122 -0.3396 -2.0714 -1.57 2.51 0.31
C 2.1066 0.8051 -1.8891 -0.39 -0.40 -0.55
C 1.6232 1.8887 -1.2037 -0.43 0.28 -1.66
C 2.4533 3.0270 -0.8057 0.64 0.47 0.23
C 2.0046 3.9401 0.1695 0.00 -0.05 -0.32
C 2.7724 5.0580 0.5040 0.08 -0.34 -0.07
C 4.0124 5.2665 -0.1142 -0.36 -0.04 0.00
C 4.4704 4.3594 -1.0716 -0.12 -0.15 0.14
C 3.7156 3.2317 -1.3910 -0.25 0.32 0.22
O -0.0206 -0.2435 -1.9544 1.48 -0.76 -0.28
H 3.5670 -0.6520 -0.6264 0.13 -0.18 -0.02
H 4.5199 -2.1468 -0.5720 -0.15 0.14 -0.09
H 4.8253 -0.9737 -1.8779 -0.38 -0.12 0.08
H 4.1527 -3.9154 -2.4003 -0.09 0.00 0.06
H 1.8170 -4.6250 -3.7171 -0.04 0.08 0.08
H -0.6938 -1.8570 -3.1268 0.07 -0.26 -0.13
H -0.0627 -2.4013 -4.7163 0.09 -0.06 0.40
H -0.5807 -3.6115 -3.5122 0.12 0.25 0.05
H 3.0660 0.8046 -2.4120 0.02 -0.27 0.94
H 0.5438 2.0711 -1.2554 0.51 -0.38 0.55
H 1.0510 3.7391 0.6658 0.35 0.13 -0.21
H 2.4004 5.7502 1.2631 0.19 -0.19 -0.26
H 4.6068 6.1427 0.1483 -0.13 -0.25 -0.10
H 5.4233 4.5222 -1.5690 -0.12 -0.02 0.13
H 4.0917 2.5182 -2.1207 -0.04 0.24 0.11
```
Forces are in eV/Å.

orbital gap: 5.18 eV
LUMO energy: -0.0302 Ha


(2)
C5H11NO2 | ωB97M-V/def2-TZVPD

XYZ file:
```
19
Properties=species:S:1:pos:R:3:forces:R:3
C 0.0676 0.0567 2.2256 2.96 -0.53 -0.34
C 1.2125 -0.1752 1.1021 -2.48 0.39 -0.03
O 2.5132 -0.4419 1.4167 -0.30 0.14 0.52
C 0.7832 -0.1357 -0.1592 -0.29 -0.05 0.32
O 1.6524 -0.4272 -1.2217 -0.21 0.04 0.33
N -0.5898 0.0982 -0.3933 0.26 0.01 -0.86
C -1.3018 -1.0440 -0.9436 0.10 0.13 -0.07
C -0.8718 1.3361 -1.1009 0.02 -0.17 0.09
H 0.4278 0.8762 2.8387 -0.03 0.09 0.36
H -0.9427 0.2782 1.9011 0.44 -0.11 -0.57
H 0.0628 -0.8474 2.8274 -0.08 -0.05 0.31
H 3.0007 -0.5454 0.5832 -0.22 0.04 0.18
H 1.3240 0.0037 -2.0168 0.05 0.05 -0.01
H -1.0330 -1.2485 -1.9902 -0.04 -0.07 -0.01
H -2.3733 -0.8484 -0.9000 -0.05 -0.05 -0.01
H -1.0686 -1.9214 -0.3443 -0.05 -0.07 -0.01
H -0.5981 1.2957 -2.1666 -0.03 0.09 -0.08
H -0.3252 2.1464 -0.6216 -0.01 0.06 -0.04
H -1.9399 1.5439 -1.0367 -0.03 0.06 -0.08
```
Forces are in eV/Å.

orbital gap: 8.64 eV
SMILES: C/C(O)=C(/O)N(C)C
energy above the lowest of the compared OMol25 structures with the same formula, charge and spin: 219.9 kJ/mol
LUMO energy: 0.0238 Ha


(3)
C25H24Cl2INO8ReS | ωB97M-V/def2-TZVPD

XYZ file:
```
63
Properties=species:S:1:pos:R:3:forces:R:3
Re 0.1684 -0.3259 0.1952 -0.37 -0.45 0.87
Cl 3.4999 -1.5593 6.0407 -0.01 0.01 -0.01
C 2.3278 -1.4454 4.7935 -0.01 0.01 -0.03
C 1.0323 -1.8070 5.0377 -0.02 0.00 -0.02
C 0.0374 -1.7430 4.0272 0.09 -0.05 0.12
I -1.9021 -2.2861 4.4477 -0.11 -0.04 0.01
C 0.3958 -1.3146 2.7814 0.18 0.03 0.13
O -0.4446 -1.2210 1.7151 -0.12 -0.26 0.00
C 1.7203 -0.9165 2.5285 0.11 0.05 0.06
N 1.9553 -0.4690 1.2608 0.24 0.14 0.03
C 3.1759 -0.0698 0.9352 0.01 -0.03 0.03
C 4.2279 -0.0965 1.8527 0.00 -0.02 0.06
C 4.0077 -0.5393 3.1370 0.04 0.04 -0.12
C 2.7232 -0.9698 3.5073 -0.17 -0.03 -0.01
H 0.7602 -2.1533 6.0250 -0.02 0.00 0.00
H 3.3200 0.2792 -0.0796 0.02 0.03 -0.01
H 5.2040 0.2443 1.5421 0.02 0.00 -0.01
H 4.8106 -0.5547 3.8609 0.01 -0.01 0.02
O -0.2267 3.7212 0.9686 0.21 0.09 0.26
Cl -0.9220 2.5023 1.0035 0.06 -0.09 -0.28
O -1.8110 2.3481 2.0802 -0.15 -0.06 0.05
O 0.1997 1.3827 1.2069 -0.06 0.27 -0.38
O -1.4847 2.1752 -0.2700 -0.15 0.06 -0.07
C -3.1354 -0.0718 -0.5126 0.07 -0.06 0.14
O -1.8665 -0.7915 -0.5127 -0.01 0.24 -0.31
C -1.8336 -1.7966 -1.5397 0.07 -0.06 -0.02
C -0.8503 -2.8337 -1.0898 -0.06 0.06 -0.11
O 0.4025 -2.1340 -0.8529 0.05 -0.19 0.15
C 1.4471 -3.0654 -0.4467 -0.02 0.02 -0.14
H -3.9234 -0.8217 -0.5400 -0.03 0.06 0.02
H -3.1818 0.5879 -1.3757 -0.01 0.01 0.00
H -3.1892 0.4949 0.4066 0.02 0.04 0.05
H -1.5459 -1.3372 -2.4893 0.01 -0.03 0.01
H -2.8196 -2.2496 -1.6495 0.01 0.02 0.04
H -0.6919 -3.6011 -1.8476 0.03 0.06 -0.02
H -1.1572 -3.2924 -0.1465 -0.02 0.00 -0.02
H 1.5136 -3.8450 -1.2030 0.01 0.00 0.03
H 1.1881 -3.4895 0.5236 0.02 0.00 0.00
H 2.3769 -2.5108 -0.4007 0.00 0.00 0.01
O 0.8857 0.6242 -1.3696 0.01 -0.04 -0.45
S 1.2037 2.1204 -1.7184 -0.01 0.33 -0.01
C 2.8460 2.0527 -2.3371 0.00 -0.08 -0.04
C 3.7148 3.0180 -1.8446 0.05 -0.03 -0.01
C 5.0214 3.0364 -2.3182 -0.02 0.01 0.03
C 5.4302 2.0950 -3.2487 0.00 0.00 0.00
C 4.5459 1.1282 -3.7251 0.00 -0.01 -0.01
C 3.2396 1.1029 -3.2773 0.02 0.06 0.00
C 0.1978 2.4155 -3.1406 -0.03 -0.07 0.01
C -0.3131 1.3695 -3.8955 0.04 0.07 -0.08
C -1.1107 1.6753 -4.9870 0.01 0.00 0.02
C -1.3827 3.0014 -5.3018 0.01 0.00 0.01
C -0.8598 4.0317 -4.5331 -0.01 0.03 -0.03
C -0.0665 3.7459 -3.4329 -0.03 -0.04 0.02
H 3.3803 3.7435 -1.1140 -0.02 0.01 0.02
H 5.7134 3.7839 -1.9564 0.00 0.01 0.00
H 6.4477 2.1114 -3.6140 0.02 0.00 -0.01
H 4.8793 0.4078 -4.4592 0.00 -0.01 0.00
H 2.5382 0.3697 -3.6530 -0.02 0.00 -0.02
H -0.0826 0.3447 -3.6423 -0.01 -0.05 0.02
H -1.5176 0.8805 -5.5967 -0.01 -0.01 0.00
H -2.0105 3.2323 -6.1512 0.00 0.00 -0.01
H -1.0795 5.0608 -4.7809 0.00 0.00 0.00
H 0.3235 4.5455 -2.8162 0.01 0.01 0.04
```
Forces are in eV/Å.

total charge: +2
2S+1: 2
orbital gap (spin up / spin down): 6.27 / 6.72 eV
<S²>: 0.768
LUMO energy (spin up / spin down): -0.2793 / -0.2617 Ha


(4)
C3H9N3O3P | ωB97M-V/def2-TZVPD

XYZ file:
```
19
Properties=species:S:1:pos:R:3:forces:R:3
H 0.2592 -2.5442 -0.1634 -1.16 -0.22 -0.57
N -0.7242 -2.2194 -0.0145 2.86 -1.57 0.33
C -0.5830 -1.0587 0.5063 -2.35 -0.52 -1.69
O -1.7405 -0.5871 0.9593 -0.01 2.38 0.45
P -3.1188 0.1418 0.0246 2.34 0.21 -0.65
N -2.6684 1.2483 -1.0558 -0.53 -0.89 1.38
O -4.0105 0.5194 1.1188 -0.95 -0.13 0.93
O -3.4198 -1.1931 -0.7737 -0.50 -3.44 0.15
N 0.5579 -0.2765 0.5348 0.16 1.81 -0.93
C 0.3463 1.2054 0.2895 0.57 -2.05 1.26
C 1.7986 -0.7014 -0.1630 -1.99 -0.38 1.50
H -3.0928 2.0530 -0.5659 0.39 0.06 -0.54
H -3.3194 -2.1517 -0.3620 0.14 3.53 -0.79
H 0.5569 1.4750 -0.7218 -0.07 0.08 -0.80
H -0.6186 1.5202 0.5967 -0.87 0.06 -0.02
H 1.0568 1.6251 0.9527 0.89 1.06 0.48
H 1.8519 -1.7604 -0.0511 0.51 -0.74 -0.07
H 1.8890 -0.4318 -1.1865 -0.48 0.27 -1.18
H 2.6096 -0.2526 0.3397 1.07 0.49 0.74
```
Forces are in eV/Å.

total charge: -1
orbital gap: 7.72 eV
SMILES: [H]/N=C(/O[P@](=N)([O-])O)N(C)C
energy above the lowest of the compared OMol25 structures with the same formula, charge and spin: 231.9 kJ/mol
LUMO energy: 0.1266 Ha


(5)
C17H30CuNO6Si3 | ωB97M-V/def2-TZVPD

XYZ file:
```
58
Properties=species:S:1:pos:R:3:forces:R:3
Cu 0.3324 -0.0045 0.4214 -0.13 -0.17 0.10
O 1.3874 5.9177 1.0406 0.03 0.05 -0.04
C 1.1662 4.5868 0.8805 0.00 -0.01 0.00
C 1.9142 3.8232 -0.0134 0.03 0.10 -0.03
C 1.6199 2.4814 -0.1091 -0.13 -0.03 0.08
N 0.6541 1.9459 0.6208 0.08 -0.19 0.00
C -0.0506 2.6499 1.4963 -0.01 -0.07 -0.11
C 0.1689 4.0006 1.6551 -0.02 0.08 0.03
C -1.0524 1.7956 2.2776 0.14 -0.09 0.04
O -1.8483 2.3692 3.0135 -0.03 -0.04 -0.01
O -0.9071 0.5471 2.0654 -0.13 0.07 0.01
C 2.3536 1.4635 -0.9760 -0.05 -0.15 0.10
O 3.2230 1.8657 -1.7347 0.04 -0.04 -0.04
O 1.9637 0.2576 -0.7730 0.06 0.22 -0.12
H 2.0833 6.1928 0.4333 -0.01 0.00 0.03
H 2.7118 4.2395 -0.6186 -0.03 -0.02 0.02
H -0.4130 4.5716 2.3648 0.01 -0.02 -0.01
C -3.0179 0.7419 -0.4397 0.09 -0.18 0.09
O -1.9231 -0.1512 -0.4863 -0.27 0.41 -0.29
Si -1.9208 -1.7604 -0.0028 0.21 0.07 0.00
C -2.8851 -2.6754 -1.3340 -0.02 -0.11 -0.10
C -2.9783 -1.9683 1.5226 0.00 0.14 0.22
C -0.1072 -2.0368 0.1498 0.10 0.28 0.25
Si 0.4977 -2.8865 1.6790 -0.02 -0.09 0.01
C -0.2184 -4.6250 1.8669 -0.03 -0.10 0.02
C 0.1182 -2.0020 3.2911 -0.08 0.19 0.03
C 2.3739 -3.0742 1.7176 0.09 0.00 -0.06
Si 0.6294 -2.5772 -1.4695 0.03 -0.02 -0.14
C 0.0437 -4.3112 -1.9529 -0.05 -0.10 -0.02
C 2.4996 -2.6928 -1.5922 0.11 0.04 0.12
C 0.1346 -1.4103 -2.8595 -0.10 0.10 -0.07
H -3.9458 0.2650 -0.7754 0.00 -0.01 -0.01
H -2.8104 1.5830 -1.1025 0.02 0.02 -0.02
H -3.1654 1.1201 0.5752 -0.01 -0.01 0.02
H -3.8974 -2.2583 -1.3843 0.04 0.00 0.01
H -2.9820 -3.7419 -1.1073 -0.01 0.07 0.01
H -2.4284 -2.5766 -2.3200 -0.09 -0.05 0.04
H -3.9834 -1.5785 1.3276 0.02 -0.06 -0.02
H -2.5688 -1.4145 2.3691 -0.10 -0.02 -0.10
H -3.0754 -3.0234 1.7947 -0.01 0.05 0.00
H -1.3111 -4.5990 1.9378 0.08 -0.01 0.00
H 0.1663 -5.1006 2.7764 -0.04 0.01 -0.06
H 0.0460 -5.2587 1.0158 -0.03 0.01 0.04
H -0.9280 -1.7145 3.3930 0.13 -0.04 0.07
H 0.6985 -1.0762 3.3618 -0.05 -0.07 0.03
H 0.3916 -2.6443 4.1346 0.03 -0.02 -0.04
H 2.7136 -3.9686 1.1904 0.02 0.04 -0.02
H 2.7139 -3.1470 2.7563 -0.04 -0.02 -0.05
H 2.8627 -2.2090 1.2608 0.01 -0.04 0.03
H 0.3535 -5.0426 -1.1998 -0.01 0.01 -0.06
H 0.4908 -4.6097 -2.9084 -0.01 0.03 0.06
H -1.0417 -4.3751 -2.0540 0.10 -0.05 0.00
H 2.9064 -3.5558 -1.0633 0.01 -0.03 0.00
H 2.9742 -1.7840 -1.2204 -0.01 -0.08 -0.05
H 2.7564 -2.7964 -2.6525 -0.02 -0.01 0.04
H -0.9414 -1.2299 -2.9121 0.09 0.03 -0.02
H 0.4658 -1.8109 -3.8234 -0.01 0.00 0.03
H 0.6306 -0.4493 -2.7019 -0.02 -0.06 -0.04
```
Forces are in eV/Å.

total charge: -1
2S+1: 2
orbital gap (spin up / spin down): 7.64 / 8.21 eV
<S²>: 0.753
LUMO energy (spin up / spin down): 0.0877 / 0.0877 Ha